(1)
Entry from OMol25: the molecule C4H5FS in a non-equilibrium geometry (ωB97M-V/def2-TZVPD).

LUMO energy: 0.80 eV
Energy relative to the best compared isomer or geometry (same formula, charge and spin): 206.62 kJ/mol
Gap between HOMO and LUMO: 0.3809 hartree
DFT total energy: -653.36224 hartree
Charge: 0
HOMO energy: -0.3515 Eh
SMILES string: C#C[C@H](S)CF

Positions of all 11 atoms, in Å:
C1 -0.255 0.462 -0.085
C2 1.067 1.168 0.150
H1 2.591 2.507 1.180
H2 -1.057 1.202 -0.216
C3 1.828 1.968 0.722
F1 -1.305 -1.024 -1.560
H3 -0.151 0.587 -2.294
C4 -0.236 -0.186 -1.463
S1 -0.207 -0.835 1.263
H4 0.622 -0.829 -1.576
H5 -1.363 -1.361 0.789



(2)
Entry from OMol25: a cluster of 2 separate species, C4H5FS in total in a non-equilibrium geometry (ωB97M-V/def2-TZVPD).

LUMO energy (spin up / spin down): 0.34 / -2.07 eV
Energy relative to the best compared isomer or geometry (same formula, charge and spin): 510.96 kJ/mol
Gap between HOMO and LUMO (spin up / spin down): 0.3514 / 0.2183 hartree
DFT total energy: -653.24633 hartree
Charge: 0
HOMO energy (spin up / spin down): -0.3390 / -0.2942 Eh

Positions of all 11 atoms, in Å:
C1 -1.344 -1.604 0.126
C2 -2.077 -2.738 0.222
H1 -3.192 -2.580 0.328
S1 0.392 -1.561 -0.007
H2 -1.939 -3.768 0.067
H3 3.559 1.151 0.125
H4 -1.938 -0.737 -0.031
C3 2.771 1.863 0.060
H5 2.946 2.997 0.000
C4 1.494 1.590 -0.056
F1 0.444 2.184 0.089



(3)
Entry from OMol25: the molecule C4H5FS3 in a non-equilibrium geometry (ωB97M-V/def2-TZVPD).

LUMO energy: -1.24 eV
Energy relative to the best compared isomer or geometry (same formula, charge and spin): 90.84 kJ/mol
Gap between HOMO and LUMO: 0.2814 hartree
DFT total energy: -1449.79080 hartree
Charge: 0
HOMO energy: -0.3269 Eh
SMILES string: C[C@H](F)C(=S)C(=S)S

Positions of all 13 atoms, in Å:
F1 2.164 0.170 -0.332
H1 1.255 0.454 -2.880
H2 -0.374 -2.237 -0.399
C1 1.075 0.893 -0.796
C2 1.262 1.336 -2.176
H3 2.261 1.738 -2.284
H4 0.625 2.198 -2.411
C3 -0.208 0.261 -0.452
S1 -0.197 0.673 2.185
H5 1.091 1.821 -0.180
S2 -1.462 0.211 -1.472
S3 -0.530 -2.028 0.925
C4 -0.348 -0.356 0.910



(4)
Entry from OMol25: a structure of composition C4H5FeLiO2 in a non-equilibrium geometry (ωB97M-V/def2-TZVPD).

LUMO energy (spin up / spin down): -14.02 / -16.62 eV
Energy relative to the best compared isomer or geometry (same formula, charge and spin): 0.00 kJ/mol
Gap between HOMO and LUMO (spin up / spin down): 0.3541 / 0.2636 hartree
Expectation value of S²: 8.76
DFT total energy: -1575.73812 hartree
Charge: +3
HOMO energy (spin up / spin down): -0.8695 / -0.8743 Eh
Multiplicity: 6

Positions of all 13 atoms, in Å:
H1 -1.828 -0.415 1.051
H2 1.315 -0.375 0.961
C1 0.878 0.342 0.070
H3 -0.520 1.778 -0.629
O1 0.464 -0.816 -0.848
Fe1 3.645 0.514 -0.336
C2 -0.727 -1.227 -0.579
H4 -0.522 1.585 1.150
Li1 -0.354 -3.346 -0.145
O2 1.943 0.914 -0.427
H5 -2.379 0.082 -0.521
C3 -0.452 1.054 0.194
C4 -1.463 -0.090 0.060



(5)
Entry from OMol25: a structure of composition C4H5GdO5 in a non-equilibrium geometry (ωB97M-V/def2-TZVPD).

LUMO energy (spin up / spin down): -4.22 / -4.68 eV
Energy relative to the best compared isomer or geometry (same formula, charge and spin): 0.00 kJ/mol
Gap between HOMO and LUMO (spin up / spin down): 0.2953 / 0.3441 hartree
Expectation value of S²: 20.03
DFT total energy: -1297.06796 hartree
Charge: +1
HOMO energy (spin up / spin down): -0.4504 / -0.5163 Eh
Multiplicity: 9

Positions of all 15 atoms, in Å:
H1 -1.418 2.082 -0.896
O1 1.520 1.332 -0.092
Gd1 2.853 -0.639 -0.527
C1 -0.809 -1.097 -0.729
O2 -0.788 0.183 -1.267
H2 0.336 2.782 0.641
H3 -0.999 -1.781 -1.562
O3 0.515 -1.430 -0.241
O4 -0.291 -1.625 1.859
H4 -1.470 1.033 0.519
O5 1.903 -1.233 1.418
C2 -0.881 1.264 -0.390
H5 -1.595 -1.214 0.029
C3 0.426 1.833 0.077
C4 0.698 -1.490 1.160



(6)
Entry from OMol25: a structure of composition C4H5HgLi2O2 in a non-equilibrium geometry (ωB97M-V/def2-TZVPD).

LUMO energy (spin up / spin down): -1.11 / -1.07 eV
Energy relative to the best compared isomer or geometry (same formula, charge and spin): 261.72 kJ/mol
Gap between HOMO and LUMO (spin up / spin down): 0.1862 / 0.1821 hartree
Expectation value of S²: 0.77
DFT total energy: -474.15835 hartree
Charge: 0
HOMO energy (spin up / spin down): -0.2269 / -0.2213 Eh
Multiplicity: 2

Positions of all 14 atoms, in Å:
O1 -2.000 0.025 -0.493
C1 0.950 -0.476 0.459
H1 0.316 -1.874 -0.879
Li1 -1.753 -1.594 -1.237
O2 0.253 -1.048 1.457
H2 -0.811 1.820 1.085
C2 -0.867 0.748 -0.813
Hg1 3.174 -0.471 -0.809
H3 1.831 -0.230 1.108
H4 0.328 2.413 0.038
H5 -0.775 1.280 -1.779
Li2 -1.057 -1.256 2.540
C3 0.570 -0.790 -0.949
C4 -0.160 1.453 0.274



(7)
Entry from OMol25: a structure of composition C4H5HgO6 in a non-equilibrium geometry (ωB97M-V/def2-TZVPD).

LUMO energy (spin up / spin down): 0.41 / -1.67 eV
Energy relative to the best compared isomer or geometry (same formula, charge and spin): 229.64 kJ/mol
Gap between HOMO and LUMO (spin up / spin down): 0.3230 / 0.3114 hartree
Expectation value of S²: 0.75
DFT total energy: -760.16859 hartree
Charge: 0
HOMO energy (spin up / spin down): -0.3080 / -0.3729 Eh
Multiplicity: 2

Positions of all 16 atoms, in Å:
O1 1.211 -0.233 -1.032
H1 -1.672 -1.220 0.879
H2 -0.606 -2.343 -0.051
O2 2.685 1.187 -0.054
Hg1 3.968 0.352 1.289
O3 -2.171 2.420 0.308
H3 -2.405 3.096 -0.341
C1 -1.913 1.284 -0.318
C2 2.191 0.038 -0.167
C3 -0.156 -0.347 -0.688
H4 -0.593 -0.547 -1.676
H5 0.005 -0.976 1.081
O4 2.628 -0.938 0.498
O5 -2.742 0.404 -0.476
O6 -0.614 1.073 -0.340
C4 -0.766 -1.311 0.275



(8)
Entry from OMol25: a cluster of 2 separate species, C4H5I in total in a non-equilibrium geometry (ωB97M-V/def2-TZVPD).

LUMO energy: -0.15 eV
Energy relative to the best compared isomer or geometry (same formula, charge and spin): 420.62 kJ/mol
Gap between HOMO and LUMO: 0.3237 hartree
DFT total energy: -452.88798 hartree
Charge: 0
HOMO energy: -0.3292 Eh

Positions of all 10 atoms, in Å:
H1 0.275 0.484 -1.778
C1 -0.831 -0.243 0.194
H2 0.817 1.967 -0.453
H3 1.004 -1.505 0.602
H4 -1.785 -0.637 0.300
C2 0.630 -0.547 0.251
C3 0.102 0.774 0.810
I1 0.142 1.361 2.829
C4 -0.046 -0.353 -1.077
H5 -0.307 -1.302 -1.679



(9)
Entry from OMol25: a cluster of 2 separate species, C4H5IN2 in total in a non-equilibrium geometry (ωB97M-V/def2-TZVPD).

LUMO energy: 0.59 eV
Energy relative to the best compared isomer or geometry (same formula, charge and spin): 294.47 kJ/mol
Gap between HOMO and LUMO: 0.3112 hartree
DFT total energy: -562.50323 hartree
Charge: 0
HOMO energy: -0.2895 Eh
SMILES string: CC(I)=C=N.C#N

Positions of all 12 atoms, in Å:
H1 1.534 1.360 1.175
C1 0.765 0.275 -0.443
H2 -3.140 0.594 0.763
C2 0.643 0.871 0.891
C3 -2.416 0.222 0.177
H3 0.875 -2.968 -1.100
H4 -0.329 1.350 1.011
N1 1.502 -2.134 -0.835
I1 0.598 1.528 -2.066
C4 1.074 -1.012 -0.678
N2 -1.680 -0.059 -0.635
H5 0.574 -0.026 1.740



(10)
Entry from OMol25: a structure of composition C4H5IN2 in a non-equilibrium geometry (ωB97M-V/def2-TZVPD).

LUMO energy: -0.62 eV
Energy relative to the best compared isomer or geometry (same formula, charge and spin): 136.34 kJ/mol
Gap between HOMO and LUMO: 0.3493 hartree
DFT total energy: -562.56346 hartree
Charge: 0
HOMO energy: -0.3722 Eh

Positions of all 12 atoms, in Å:
H1 0.258 -0.690 -2.018
H2 0.166 1.219 -1.620
C1 -0.487 -0.265 -0.156
H3 -0.600 0.104 2.040
H4 1.468 1.645 1.865
C2 0.385 0.115 -1.357
C3 -0.624 -1.698 0.011
N1 -0.716 -2.809 0.284
I1 -2.461 0.751 -0.165
H5 1.394 0.026 -1.009
C4 0.107 0.442 1.099
N2 1.110 1.161 1.026



(11)
Entry from OMol25: a cluster of 2 separate species, C4H5IO in total in a non-equilibrium geometry (ωB97M-V/def2-TZVPD).

LUMO energy: 0.20 eV
Energy relative to the best compared isomer or geometry (same formula, charge and spin): 199.87 kJ/mol
Gap between HOMO and LUMO: 0.3598 hartree
DFT total energy: -528.24736 hartree
Charge: 0
HOMO energy: -0.3524 Eh
SMILES string: C#CC(C)=O.I

Positions of all 11 atoms, in Å:
H1 -1.477 3.222 1.333
H2 3.647 0.385 -1.607
H3 -0.294 -1.855 -0.554
C1 -0.114 0.386 -0.478
C2 -0.899 -0.947 -0.375
O1 0.915 0.515 -1.103
C3 -0.815 1.429 0.216
H4 -1.671 -0.931 -1.196
I1 4.074 0.044 -0.165
H5 -1.613 -1.023 0.398
C4 -1.156 2.417 0.763



(12)
Entry from OMol25: a structure of composition C4H5InLi2O2 in a non-equilibrium geometry (ωB97M-V/def2-TZVPD).

LUMO energy (spin up / spin down): -5.11 / -5.13 eV
Gap between HOMO and LUMO (spin up / spin down): 0.1523 / 0.1947 hartree
Expectation value of S²: 0.76
DFT total energy: -510.75480 hartree
Charge: +1
HOMO energy (spin up / spin down): -0.3400 / -0.3833 Eh
Multiplicity: 2

Positions of all 14 atoms, in Å:
O1 -0.148 -0.938 -2.459
Li1 -1.704 -0.013 -2.252
O2 -1.290 1.039 1.283
H1 2.558 -1.371 -0.486
C1 1.521 -1.115 -0.692
C2 -0.387 0.515 0.375
C3 0.928 -1.248 -1.869
Li2 -0.620 1.752 2.757
H2 -0.139 1.160 -0.495
H3 0.627 -0.810 1.721
H4 1.630 0.523 1.038
In1 -3.011 1.072 0.433
H5 -0.815 -0.340 -0.172
C4 0.852 -0.226 0.816